Formula: C32H43F5IrN5SSbSi3
Source: the OMol25 dataset
Level of theory: the ωB97M-V functional and the def2-TZVPD basis

Properties
ΔE to the lowest compared entry with this formula, charge and spin	0.0	kcal per mole
2S+1	6
E_HOMO (alpha / beta)	-12.80 / -13.95	eV
total charge	+2
F_max	0.81	eV/A

CARTESIAN COORDINATES (ANGSTROEM)
Ir -0.124 1.566 0.077
C -0.177 -2.816 -2.234
Sb -0.664 -1.304 -0.817
C 0.846 0.302 -1.288
C 0.139 0.858 -2.463
C 0.553 1.972 -3.211
C -0.146 2.316 -4.356
C -1.254 1.573 -4.743
C -1.643 0.518 -3.933
N -0.969 0.188 -2.832
Si 2.739 0.078 -1.350
C 3.074 -1.278 -2.584
C 3.575 1.594 -2.030
C 3.397 -0.226 0.365
C -0.600 -2.097 1.257
C -0.023 -1.093 2.241
C 0.280 -1.576 3.524
C 0.799 -0.756 4.500
C 0.991 0.586 4.209
C 0.626 1.026 2.965
N 0.129 0.224 1.981
Si 0.400 -3.768 1.123
C -0.646 -4.969 0.140
C 0.831 -4.584 2.736
C 2.031 -3.390 0.304
Si -2.449 -2.444 1.819
C -2.522 -4.004 2.826
C -3.574 -2.611 0.339
C -3.058 -1.096 2.954
H 0.235 -2.280 -3.086
H -1.099 -3.322 -2.523
H 0.536 -3.527 -1.834
H 1.409 2.545 -2.884
H 0.177 3.160 -4.954
H -1.803 1.804 -5.645
H -2.518 -0.080 -4.165
H 2.405 -1.181 -3.446
H 2.978 -2.289 -2.182
H 4.099 -1.172 -2.959
H 3.363 1.764 -3.088
H 4.652 1.405 -1.941
H 3.358 2.510 -1.468
H 2.609 -0.387 1.109
H 3.982 0.645 0.679
H 4.065 -1.092 0.379
H 0.082 -2.617 3.742
H 1.037 -1.155 5.480
H 1.393 1.279 4.937
H 0.716 2.073 2.725
H -1.029 -5.748 0.803
H -0.048 -5.475 -0.624
H -1.503 -4.513 -0.359
H -0.028 -4.784 3.381
H 1.584 -4.032 3.304
H 1.271 -5.555 2.471
H 2.006 -2.513 -0.340
H 2.373 -4.240 -0.299
H 2.791 -3.209 1.069
H -2.068 -4.875 2.352
H -3.579 -4.238 2.998
H -2.062 -3.859 3.809
H -3.416 -3.558 -0.188
H -3.480 -1.796 -0.387
H -4.614 -2.612 0.688
H -2.280 -0.745 3.637
H -3.849 -1.540 3.569
H -3.493 -0.222 2.465
F 5.080 6.511 0.536
C 3.926 5.903 0.566
C 3.877 4.512 0.507
F 4.995 3.813 0.426
C 2.665 3.879 0.536
F 2.677 2.554 0.505
C 1.452 4.593 0.610
S -0.112 3.892 0.648
C 1.546 5.998 0.674
F 0.446 6.722 0.743
C 2.756 6.645 0.656
F 2.816 7.962 0.715
N -4.352 3.635 -2.884
C -3.969 2.797 -1.897
C -2.637 2.758 -1.435
N -2.280 1.908 -0.488
C -3.205 1.089 0.040
C -4.507 1.151 -0.417
N -4.891 1.983 -1.380
H -3.737 4.337 -3.251
H -5.323 3.661 -3.143
H -1.875 3.417 -1.843
H -2.891 0.421 0.825
H -5.272 0.506 0.007

=====

Formula: C32H43F9NO16P3S
Source: the OMol25 dataset
Level of theory: the ωB97M-V functional and the def2-TZVPD basis

Properties
SMILES	CCCC[C@]1(CC(C)C)[C@](COCCC)(P(N)O)OS(=O)(=O)C[C@@]1(PP(=O)(O)O)C(F)(F)C(F)(F)C(F)(F)C(F)(F)F.O=C1C=C(O)C(=O)C=C1O.O=C1C=C(O)C(=O)C=C1O
E_HOMO	-8.89	eV
F_max	2.52	eV/A

CARTESIAN COORDINATES (ANGSTROEM)
C 2.979 6.380 -3.174
C 2.368 4.956 -3.059
C 3.387 4.116 -2.236
C 3.177 2.598 -2.443
C 3.110 1.579 -1.274
C 4.301 1.717 -0.240
C 5.557 2.542 -0.629
C 6.824 1.767 -0.090
C 5.639 3.955 0.056
C 3.346 0.174 -1.977
C 4.857 -0.179 -2.203
O 5.344 -1.017 -1.177
C 6.622 -1.546 -1.464
C 6.669 -2.978 -0.865
C 7.791 -3.169 0.172
P 2.854 -0.012 -3.832
N 2.682 -1.735 -3.938
O 1.345 0.505 -4.248
O 2.820 -1.017 -1.332
S 2.481 -1.087 0.204
O 1.390 -1.977 0.378
O 3.539 -1.476 1.068
C 1.972 0.548 0.719
C 1.727 1.607 -0.453
P 0.291 0.716 -1.338
P -0.990 1.962 -2.562
O -2.168 2.526 -1.930
O -0.232 3.139 -3.392
O -1.564 0.928 -3.704
C 1.340 2.922 0.212
F 0.736 3.716 -0.721
F 2.402 3.705 0.535
C 0.431 3.017 1.492
F 0.606 4.319 1.866
F 0.901 2.391 2.580
C -1.136 2.945 1.507
F -1.468 3.593 2.654
F -1.730 3.683 0.607
C -1.881 1.574 1.673
F -1.157 0.611 2.198
F -2.510 1.198 0.599
F -2.902 1.754 2.554
H 2.308 7.084 -3.669
H 3.067 6.737 -2.137
H 3.996 6.373 -3.572
H 2.231 4.539 -4.062
H 1.423 5.094 -2.535
H 3.431 4.534 -1.234
H 4.339 4.418 -2.693
H 2.235 2.511 -2.992
H 4.019 2.276 -3.059
H 3.976 2.209 0.683
H 4.576 0.746 0.184
H 5.751 2.675 -1.694
H 7.199 2.181 0.846
H 7.610 1.817 -0.853
H 6.626 0.704 0.069
H 5.535 4.689 -0.751
H 6.618 4.144 0.491
H 4.803 4.144 0.731
H 5.488 0.687 -2.432
H 4.969 -0.821 -3.097
H 6.843 -1.639 -2.538
H 7.442 -0.962 -1.023
H 5.724 -3.138 -0.334
H 6.677 -3.738 -1.652
H 7.802 -4.221 0.471
H 7.558 -2.581 1.063
H 8.758 -2.889 -0.254
H 3.410 -2.208 -3.414
H 2.788 -1.949 -4.925
H 1.379 1.112 -4.997
H 2.547 0.966 1.541
H 0.983 0.389 1.160
H -0.557 0.342 -0.269
H 0.031 2.863 -4.280
H -1.268 1.228 -4.574
O -5.886 -4.624 2.145
C -5.709 -3.418 2.169
C -4.509 -2.813 2.727
C -4.364 -1.482 2.748
O -3.271 -0.910 3.255
C -5.427 -0.569 2.203
O -5.267 0.634 2.257
C -6.620 -1.179 1.621
C -6.761 -2.509 1.598
O -7.846 -3.086 1.066
H -3.754 -3.480 3.118
H -3.385 0.058 3.162
H -7.369 -0.514 1.217
H -7.720 -4.048 1.164
O -13.194 -7.173 2.892
C -12.175 -6.618 3.255
C -10.960 -6.576 2.450
C -9.866 -5.962 2.915
O -8.734 -5.898 2.213
C -9.844 -5.305 4.262
O -8.815 -4.777 4.638
C -11.066 -5.326 5.057
C -12.161 -5.938 4.591
O -13.300 -5.980 5.282
H -10.986 -7.055 1.482
H -8.100 -5.406 2.777
H -11.044 -4.834 6.019
H -13.930 -6.479 4.727

=====

Formula: C32H44BF2N3ORuSi2
Source: the OMol25 dataset
Level of theory: the ωB97M-V functional and the def2-TZVPD basis

Properties
ΔE to the lowest compared entry with this formula, charge and spin	23.4	kcal per mole
2S+1	2
E_HOMO (alpha / beta)	-3.00 / -3.01	eV
total charge	-1
F_max	2.58	eV/A

CARTESIAN COORDINATES (ANGSTROEM)
Ru -0.042 -0.253 -0.086
C -2.972 -3.685 2.022
Si -1.912 -2.140 1.648
C -0.105 -2.711 1.921
C -2.480 -0.844 2.919
C -2.075 -1.449 -0.059
C -2.858 -0.218 -0.261
C -4.246 -0.144 -0.301
C -4.869 1.067 -0.566
C -4.064 2.181 -0.788
C -2.695 2.042 -0.714
N -2.089 0.880 -0.447
Si -1.897 -2.506 -1.579
C -3.211 -3.887 -1.690
C -0.216 -3.399 -1.577
C -2.126 -1.446 -3.135
H -2.907 -3.988 3.070
H -2.653 -4.533 1.413
H -4.023 -3.493 1.793
H 0.177 -2.777 2.973
H 0.585 -2.008 1.440
H 0.060 -3.691 1.468
H -2.316 -1.172 3.948
H -3.549 -0.652 2.798
H -1.954 0.098 2.761
H -4.829 -1.037 -0.114
H -5.948 1.142 -0.608
H -4.502 3.146 -1.010
H -2.037 2.891 -0.865
H -3.067 -4.628 -0.903
H -3.166 -4.407 -2.650
H -4.219 -3.482 -1.578
H -0.248 -4.320 -0.990
H 0.557 -2.757 -1.153
H 0.098 -3.660 -2.590
H -3.184 -1.238 -3.311
H -1.719 -1.933 -4.022
H -1.613 -0.491 -3.018
C -0.150 3.048 1.401
N 0.217 2.663 2.750
C 0.723 3.754 3.559
C 0.450 1.354 3.032
O 0.439 0.453 2.193
N 0.704 1.063 4.376
C -0.309 1.448 5.347
C 1.194 -0.287 4.603
H -0.977 3.763 1.446
H -0.466 2.172 0.842
H 0.698 3.504 0.883
H 1.381 4.375 2.946
H 1.301 3.373 4.394
H -0.100 4.379 3.924
H -0.632 2.474 5.189
H 0.118 1.360 6.347
H -1.190 0.796 5.285
H 1.929 -0.530 3.840
H 0.391 -1.031 4.551
H 1.662 -0.327 5.588
F 2.058 -1.372 -2.620
B 1.423 -0.223 -2.295
F 0.659 0.233 -3.315
C 1.739 0.623 -1.095
C 2.389 1.475 -0.452
C 3.220 2.540 -0.158
C 3.708 2.803 1.178
C 4.158 4.076 1.586
C 4.635 4.296 2.866
C 4.686 3.263 3.795
C 4.228 2.004 3.421
C 3.740 1.778 2.149
C 3.631 3.337 -1.320
C 2.787 3.497 -2.433
C 3.207 4.176 -3.563
C 4.487 4.712 -3.631
C 5.341 4.552 -2.548
C 4.925 3.876 -1.414
H 4.116 4.901 0.887
H 4.972 5.287 3.148
H 5.077 3.440 4.790
H 4.256 1.189 4.136
H 3.392 0.794 1.857
H 1.791 3.074 -2.396
H 2.537 4.285 -4.407
H 4.820 5.235 -4.518
H 6.351 4.943 -2.599
H 5.619 3.733 -0.595

=====

Formula: C32H44BrCaN3P2
Source: the OMol25 dataset
Level of theory: the ωB97M-V functional and the def2-TZVPD basis

Properties
ΔE to the lowest compared entry with this formula, charge and spin	30.3	kcal per mole
E_HOMO	-12.61	eV
total charge	+2
F_max	4.55	eV/A

CARTESIAN COORDINATES (ANGSTROEM)
C 4.614 -2.489 -2.885
C 3.939 -1.264 -3.015
C 3.765 -0.723 -4.301
C 4.093 -1.538 -5.401
N 4.663 -2.735 -5.277
C 4.918 -3.203 -4.057
C 3.235 -0.715 -1.855
C 2.270 -1.068 -1.132
C 0.953 -1.467 -0.847
C 0.614 -2.321 0.218
C -0.704 -2.412 0.609
C -1.674 -1.582 -0.015
C -1.389 -1.061 -1.290
C -0.076 -1.001 -1.709
Ca 2.524 1.097 -0.507
P -3.386 -1.718 0.580
H 3.304 0.257 -4.457
H 4.815 -2.932 -1.905
H 3.885 -1.192 -6.413
H 5.387 -4.185 -3.990
H 0.177 -0.608 -2.693
H 1.407 -2.875 0.717
H -2.173 -0.617 -1.925
H -0.986 -3.050 1.454
C -3.660 -0.666 2.007
C -4.940 0.140 2.067
H -2.805 0.128 1.996
H -3.485 -1.262 2.908
H -4.967 0.623 3.052
H -4.898 0.944 1.317
H -5.857 -0.451 1.934
C -4.453 -1.290 -0.807
C -4.386 -2.200 -2.038
H -4.185 -0.247 -1.036
H -5.496 -1.284 -0.456
H -5.023 -1.783 -2.830
H -3.383 -2.323 -2.459
H -4.774 -3.197 -1.806
C -3.685 -3.426 1.038
C -5.141 -3.730 1.374
H -3.052 -3.669 1.901
H -3.305 -4.008 0.187
H -5.262 -4.788 1.633
H -5.474 -3.149 2.241
H -5.825 -3.518 0.547
Br -1.188 0.661 1.693
P 0.298 3.894 -0.997
C -1.397 3.179 -0.811
C -2.524 4.186 -0.552
H -1.362 2.455 0.030
H -1.611 2.626 -1.743
H -3.480 3.643 -0.511
H -2.402 4.717 0.403
H -2.599 4.918 -1.367
C 0.975 3.918 0.701
C 0.521 5.200 1.424
H 2.079 3.930 0.614
H 0.633 3.027 1.252
H 0.819 5.165 2.478
H 0.991 6.086 0.981
H -0.567 5.339 1.398
C 1.142 2.727 -2.114
C 0.819 3.103 -3.576
H 0.787 1.695 -1.892
H 2.239 2.863 -1.965
H 1.499 2.590 -4.264
H -0.204 2.839 -3.864
H 0.937 4.180 -3.745
N 5.379 0.103 2.831
C 4.972 0.354 1.561
N 3.647 0.136 1.457
C 3.205 -0.350 2.696
C 1.912 -0.649 3.163
C 1.728 -0.741 4.557
C 2.810 -0.610 5.439
C 4.126 -0.427 4.969
C 4.277 -0.313 3.585
H 6.331 0.152 3.185
H 5.619 0.739 0.766
H 1.116 -0.798 2.440
H 0.731 -0.931 4.963
H 2.630 -0.679 6.513
H 4.996 -0.373 5.623

=====

Formula: C32H44BrFI2N2O19P4
Source: the OMol25 dataset
Level of theory: the ωB97M-V functional and the def2-TZVPD basis

Properties
E_HOMO	-8.06	eV
F_max	9.74	eV/A

CARTESIAN COORDINATES (ANGSTROEM)
C -1.791 5.633 -2.212
C -0.781 4.912 -1.106
C 0.318 3.938 -1.901
C -0.263 2.380 -2.101
C -0.657 2.291 -3.672
N 0.606 1.320 -1.502
P 0.705 1.705 0.195
N 2.066 2.530 0.641
C 0.311 -0.080 -1.919
P -1.519 -0.608 -1.973
P -2.486 -0.885 -0.064
O -2.559 -2.463 0.262
O -4.189 -0.436 -0.331
O -1.967 0.089 1.261
C 1.370 -1.258 -1.378
I 3.349 -0.425 -1.923
O 1.112 -1.553 -0.023
C 2.071 -1.932 0.937
Br 3.176 -0.439 1.792
C 2.963 -3.277 0.764
C 4.546 -3.152 1.285
C 5.247 -4.577 0.747
F 4.690 -3.198 2.757
P 0.933 -2.378 2.485
O 1.823 -3.029 3.662
O -0.339 -3.490 2.067
O 0.264 -0.906 3.220
C 1.306 -2.664 -2.226
I 0.120 -4.260 -1.313
C 0.911 -2.609 -3.801
C 0.809 -4.154 -4.433
H -1.375 5.630 -3.305
H -2.842 5.069 -2.269
H -2.020 6.759 -1.931
H -1.505 4.290 -0.400
H -0.208 5.772 -0.550
H 0.422 4.445 -2.978
H 1.390 3.975 -1.441
H -1.286 2.377 -1.484
H -1.158 3.330 -3.979
H 0.325 2.203 -4.302
H -1.446 1.472 -3.966
H -0.378 2.657 0.490
H 0.552 0.661 1.157
H 2.635 2.666 -0.225
H 0.617 -0.040 -3.081
H -1.491 -1.970 -2.531
H -4.096 0.480 -0.776
H -2.518 0.913 1.405
H 3.047 -3.726 -0.309
H 2.534 -4.175 1.428
H 5.150 -2.311 0.744
H 5.971 -4.310 -0.162
H 4.461 -5.339 0.333
H 5.960 -5.045 1.580
H -0.133 -4.433 2.334
H -0.708 -1.058 3.417
H 2.435 -3.058 -2.250
H 0.007 -1.932 -4.097
H 1.853 -2.137 -4.366
H -0.280 -4.578 -4.438
H 1.187 -4.031 -5.559
H 1.601 -4.890 -3.934
C -5.327 -3.593 2.403
C -4.506 -2.588 2.718
C -4.613 -1.884 4.025
O -3.832 -0.977 4.294
C -5.671 -2.309 4.954
C -6.494 -3.311 4.637
C -6.370 -4.034 3.342
O -7.129 -4.963 3.087
O -7.493 -3.715 5.504
O -3.525 -2.166 1.840
H -5.259 -4.115 1.457
H -5.749 -1.777 5.893
H -7.950 -4.455 5.048
H -3.064 -1.430 2.298
C 10.642 -3.248 3.717
C 10.263 -3.000 2.461
C 8.845 -2.691 2.128
O 8.531 -2.449 0.968
C 7.864 -2.693 3.224
C 8.242 -2.944 4.479
C 9.665 -3.226 4.815
O 9.985 -3.435 5.981
O 7.325 -2.950 5.513
O 11.176 -3.022 1.423
H 11.670 -3.472 3.973
H 6.834 -2.484 2.965
H 7.844 -3.155 6.321
H 10.658 -2.811 0.616
C -6.878 6.620 -2.157
C -7.909 7.387 -2.517
C -7.778 8.401 -3.600
O -8.748 9.078 -3.922
C -6.466 8.552 -4.247
C -5.434 7.787 -3.885
C -5.573 6.755 -2.821
O -4.611 6.055 -2.523
O -4.197 7.926 -4.487
O -9.139 7.268 -1.896
H -6.960 5.878 -1.373
H -6.380 9.305 -5.021
H -3.620 7.261 -4.054
H -9.718 7.929 -2.333